Density functional theory data (the ωB97M-V functional and the def2-TZVPD basis) for an isolated molecule of C22H29N3O2S.

frontier orbital gap: 0.34026 Eh
E_LUMO: 0.8 eV
ΔE to the lowest compared entry with this formula, charge and spin: 96.40 kJ/mol
net charge: 0

Atoms and positions in Å:
H1 -1.474 -1.742 3.403
C1 -0.977 1.248 -2.494
O1 -0.518 0.713 -0.228
H2 -1.917 -1.634 6.258
H3 -1.131 1.746 -4.576
C2 -2.000 -5.719 5.935
C3 -0.689 0.346 2.059
H4 -3.371 -1.860 5.273
C4 1.811 1.135 -3.160
C5 1.491 1.953 2.603
H5 0.317 2.353 -1.175
H6 3.179 4.716 -8.528
H7 0.572 3.190 -6.086
H8 1.039 -0.501 -1.999
N1 -1.458 -3.847 3.973
C6 1.096 1.760 1.289
C7 0.065 1.301 -1.378
S1 2.449 2.713 -7.494
C8 -1.985 -3.471 5.131
O2 -1.003 0.427 5.637
H9 -0.131 2.873 -3.628
H10 -1.213 -7.142 4.523
H11 2.104 3.141 -5.172
C9 -0.385 1.808 -3.784
H12 -1.860 1.819 -2.203
C10 -0.007 0.960 1.007
C11 -0.999 -0.079 4.528
H13 2.344 2.583 2.809
C12 1.229 1.184 -5.535
C13 1.503 2.641 -5.935
H14 -1.555 -0.248 1.812
N2 -1.659 -1.228 4.253
H15 -0.671 1.103 -6.593
N3 0.775 1.027 -4.164
C14 -2.277 -4.380 6.145
C15 0.810 1.354 3.642
H16 -0.764 -5.371 2.816
H17 1.638 4.972 -7.676
C16 -0.284 0.535 3.371
H18 2.118 2.184 -2.986
C17 -1.445 -6.108 4.724
C18 2.623 4.515 -7.619
H19 -2.706 -4.036 7.074
C19 -2.281 -2.005 5.293
H20 1.103 1.507 4.669
H21 0.705 0.469 -7.492
C20 0.249 0.530 -6.508
H22 0.008 -0.471 -6.163
H23 2.098 0.586 -1.090
H24 2.177 0.638 -5.605
C21 -1.196 -5.128 3.779
H25 1.650 2.247 0.502
C22 1.311 0.543 -1.844
H26 -1.270 0.210 -2.645
H27 2.687 0.578 -3.499
H28 -2.211 -6.449 6.703
H29 3.170 4.890 -6.757

Results of the natural (NBO) charge analysis, in e, for atoms 1 through 6:
1 H 0.43
2 C -0.40
3 O -0.51
4 H 0.25
5 H 0.21
6 C -0.16



Density functional theory data (the ωB97M-V functional and the def2-TZVPD basis) for a cluster of 2 separate species, C6H8N4O2 in total.

frontier orbital gap: 0.35283 Eh
E_LUMO: 0.7 eV
ΔE to the lowest compared entry with this formula, charge and spin: 460.09 kJ/mol
net charge: 0

Atoms and positions in Å:
O1 -2.274 -2.714 -1.468
C1 0.661 0.817 2.431
N1 0.555 -0.548 -1.921
H1 0.944 -0.818 -2.827
C2 -1.149 -2.375 -2.132
C3 0.791 2.315 2.415
H2 0.433 0.468 -1.890
N2 1.287 3.012 1.482
N3 -2.520 -1.790 -0.495
H3 2.051 0.535 -0.545
H4 0.419 2.853 3.300
H5 1.214 0.386 3.280
N4 1.772 2.334 0.332
C4 1.680 1.066 0.312
C5 -1.550 -0.920 -0.572
H6 -0.393 0.518 2.527
C6 -0.627 -1.236 -1.613
H7 -0.840 -3.040 -2.932
O2 1.175 0.230 1.235
H8 -1.527 -0.081 0.121

Results of the natural (NBO) charge analysis, in e, for atoms 1 through 6:
1 O -0.27
2 C -0.14
3 N -0.81
4 H 0.38
5 C 0.05
6 C 0.05



Density functional theory data (the ωB97M-V functional and the def2-TZVPD basis) for an isolated molecule of C5H7Br in a non-equilibrium geometry.

frontier orbital gap (spin up / spin down): 0.26312 / 0.31588 Eh
E_LUMO (spin up / spin down): 1.0 / -1.2 eV
multiplicity: 3
expectation value of S²: 2.015
ΔE to the lowest compared entry with this formula, charge and spin: 124.50 kJ/mol
net charge: 0

Atoms and positions in Å:
H1 1.835 0.319 -0.759
C1 -0.793 1.349 -0.754
H2 0.143 -1.586 2.053
H3 -1.536 2.240 -0.759
H4 -1.375 -0.558 1.929
H5 0.920 -1.248 -0.921
C2 -0.086 0.572 -1.557
Br1 1.337 1.135 1.747
C3 0.296 0.108 0.639
H6 -0.818 -1.715 0.388
C4 0.878 -0.188 -0.684
C5 -0.592 -1.038 1.331
H7 -0.209 0.610 -2.651

Results of the natural (NBO) charge analysis, in e, for atoms 1 through 6:
1 H 0.23
2 C -0.11
3 H 0.22
4 H 0.21
5 H 0.23
6 H 0.22



Density functional theory data (the ωB97M-V functional and the def2-TZVPD basis) for a structure of composition C29H33HgN3OS5.

frontier orbital gap (spin up / spin down): 0.20061 / 0.21321 Eh
E_LUMO (spin up / spin down): 2.2 / 2.2 eV
multiplicity: 2
expectation value of S²: 0.773
ΔE to the lowest compared entry with this formula, charge and spin: 49.99 kJ/mol
net charge: -1

Atoms and positions in Å:
H1 -1.459 -1.106 5.994
C1 -4.563 1.634 -0.515
H2 -4.077 4.764 1.753
H3 5.164 -0.209 -3.521
S1 2.177 -1.926 2.165
H4 -4.074 2.336 2.104
H5 -6.094 2.768 -1.493
C2 1.174 -3.569 0.076
H6 -0.474 -3.306 5.796
C3 -3.971 4.112 0.884
S2 0.034 -2.330 -0.524
C4 -0.681 -1.218 5.235
C5 3.968 2.042 -1.296
C6 -5.316 3.914 0.184
H7 5.791 4.026 -3.396
C7 5.552 1.895 -3.611
C8 -5.139 2.960 -0.998
N1 -3.310 1.878 0.191
C9 0.502 2.665 -0.891
H8 0.215 -0.682 5.543
H9 1.823 -6.843 -0.602
N2 0.567 0.402 -1.611
C10 -1.554 -3.060 3.918
C11 5.338 3.125 -2.997
H10 4.364 4.136 -1.381
C12 -1.563 -1.964 2.868
H11 0.450 -4.941 -1.387
H12 6.156 1.827 -4.508
H13 -3.264 4.576 0.192
C13 0.480 -0.185 -3.918
H14 0.483 3.722 -1.113
H15 0.454 1.446 -5.320
H16 0.519 -2.804 4.417
H17 0.201 2.353 0.098
C14 0.513 1.731 -1.933
C15 4.544 3.185 -1.869
N3 -1.696 -0.011 0.309
H18 -0.706 -2.025 2.204
H19 3.353 -4.352 2.531
S3 3.731 -0.762 -1.254
H20 -2.518 -3.098 4.438
C16 0.483 1.164 -4.274
Hg1 1.949 -0.096 0.469
C17 0.669 -1.973 -2.197
H21 -5.714 4.872 -0.157
C18 4.225 0.784 -1.888
H22 0.123 -2.589 -2.911
O1 -0.240 0.392 3.067
S4 2.997 2.310 0.138
C19 2.739 -4.490 1.650
C20 0.508 2.121 -3.295
H23 0.481 -0.961 -4.672
H24 -1.374 -4.035 3.461
H25 3.262 -6.545 1.405
H26 -4.457 3.402 -1.727
C21 -0.449 -2.682 4.899
C22 -3.411 2.770 1.340
H27 1.726 -2.246 -2.198
H28 -2.420 2.883 1.777
H29 -5.289 1.142 0.151
H30 0.520 3.176 -3.537
C23 2.005 -3.377 1.199
S5 -1.337 -0.358 3.721
H31 -6.038 3.490 0.889
C24 1.123 -4.817 -0.547
C25 0.548 -0.514 -2.568
H32 -4.361 0.968 -1.352
C26 1.876 -5.885 -0.100
C27 -2.443 0.869 0.261
C28 4.997 0.757 -3.061
C29 2.680 -5.715 1.021
H33 -2.473 -1.923 2.273

Results of the Mulliken charge analysis, in e, for atoms 1 through 6:
1 H 0.33
2 C -0.72
3 H 0.35
4 H 0.37
5 S -0.50
6 H 0.30



Density functional theory data (the ωB97M-V functional and the def2-TZVPD basis) for an isolated molecule of C24H20ClNO4S in a non-equilibrium geometry.

frontier orbital gap: 0.30366 Eh
E_LUMO: -1.0 eV
net charge: 0

Atoms and positions in Å:
C1 2.320 -1.070 -1.588
C2 -5.001 -0.171 -1.535
H1 -6.014 0.199 -1.691
H2 1.395 -1.853 1.697
C3 -1.061 -0.980 2.673
H3 -2.870 -1.148 0.937
C4 2.828 -0.206 1.858
H4 3.187 1.870 2.425
C5 2.089 1.332 -1.647
C6 -3.162 0.042 3.266
C7 -4.161 -0.389 -2.632
H5 1.133 2.286 0.535
C8 -1.542 1.283 1.977
C9 1.305 1.573 1.345
C10 -2.281 -1.040 3.347
O1 5.866 1.583 -3.133
C11 0.333 -0.002 -0.378
O2 6.047 -0.599 -3.349
C12 0.593 0.203 1.111
H6 3.752 2.420 -2.512
H7 -0.383 -1.828 2.735
H8 -0.410 0.720 -0.745
H9 -1.240 2.214 1.487
H10 -2.187 -1.011 -3.289
S1 -0.672 -1.586 -0.846
C13 -2.849 -0.836 -2.442
H11 -4.525 -0.209 -3.645
H12 1.989 -2.065 -1.302
O3 -0.677 -2.483 0.291
H13 -2.550 -1.928 3.912
C14 2.804 1.274 1.584
C15 -2.383 -1.056 -1.144
C16 1.583 0.075 -1.236
H14 3.407 1.531 0.694
C17 1.650 -0.802 1.599
H15 4.058 -1.876 -2.580
C18 -2.758 1.242 2.664
C19 4.053 0.289 -2.581
C20 3.515 -0.978 -2.287
C21 -3.244 -0.910 -0.059
O4 -0.263 -2.063 -2.145
H16 -5.178 -0.261 0.631
N1 5.392 0.424 -3.048
H17 0.929 2.041 2.265
C22 3.320 1.452 -2.274
Cl1 -4.745 -0.101 3.916
H18 1.519 2.248 -1.468
C23 -0.719 0.148 1.925
H19 3.745 -0.692 2.196
H20 -3.394 2.120 2.725
C24 -4.541 -0.429 -0.239

Results of the natural (NBO) charge analysis, in e, for atoms 1 through 6:
1 C -0.22
2 C -0.19
3 H 0.22
4 H 0.23
5 C -0.12
6 H 0.24



Density functional theory data (the ωB97M-V functional and the def2-TZVPD basis) for the ion C2H4N3S with charge +1 in a non-equilibrium geometry.

frontier orbital gap: 0.35553 Eh
E_LUMO: -4.8 eV
ΔE to the lowest compared entry with this formula, charge and spin: 176.92 kJ/mol
net charge: +1

Atoms and positions in Å:
N1 1.310 -0.398 0.065
N2 0.080 0.019 -0.150
N3 -0.920 -0.218 1.231
H1 -2.832 -0.063 1.603
C1 -2.077 -0.075 0.834
C2 -0.638 0.430 -1.130
H2 1.374 -0.997 0.948
H3 -0.214 0.808 -2.150
S1 -2.361 0.686 -0.744
H4 2.188 -0.008 -0.139

Results of the natural (NBO) charge analysis, in e, for atoms 1 through 6:
1 N -0.59
2 N -0.01
3 N -0.14
4 H 0.30
5 C -0.11
6 C -0.08



> net charge of number 4 (C29H33HgN3OS5)?

-1